# C2H3ClS2

A cluster of 2 separate species, C2H3ClS2 in total (ωB97M-V with the def2-TZVPD basis set, the Open Molecules 2025 dataset).

```
8
Properties=species:S:1:pos:R:3:nbo_charge:R:1
C -0.031 0.166 -1.214 -0.44
C -1.227 0.308 -0.584 -0.33
S -1.949 0.019 0.955 0.16
S -2.868 0.832 -0.716 0.17
H -0.001 0.497 -2.202 0.22
H 0.757 -0.207 -0.604 0.22
Cl 2.115 -0.670 1.846 -0.28
H 3.205 -0.945 2.519 0.28
```

The value obtained for the maximum force is 4.09 eV Å⁻¹. The value obtained for the lowest unoccupied orbital energy is -0.16 eV. The calculation puts the total energy at -1334.51137 a.u. The calculation puts the highest occupied orbital energy at -8.641 eV. The energy relative to the best compared isomer or geometry (same formula, charge and spin) comes out at 1.234 eV. The charge is 0. The HOMO-LUMO gap comes out at 8.479 eV.

# C4H5BrO

The molecule C4H5BrO (ωB97M-V with the def2-TZVPD basis set, the Open Molecules 2025 dataset).

```
11
Properties=species:S:1:pos:R:3:nbo_charge:R:1
C 0.554 0.455 0.581 0.17
C -1.593 0.627 -0.806 0.05
C -0.660 1.171 0.156 -0.77
C 0.789 -0.697 -0.153 -0.31
O 2.119 -1.284 -0.118 -0.72
Br -3.214 -0.131 -0.074 0.05
H -1.074 1.693 0.975 0.25
H 0.061 1.817 -0.333 0.32
H 0.614 -0.688 -1.284 0.25
H 0.083 -1.457 0.200 0.25
H 2.320 -1.507 0.856 0.47
```

The value obtained for the maximum force is 4.66 eV Å⁻¹. The value obtained for the lowest unoccupied orbital energy (spin up / spin down) is -1.24 / -1.24 eV. The calculation puts the total energy at -2804.39151 a.u. The calculation puts the highest occupied orbital energy (spin up / spin down) at -8.867 / -8.868 eV. The energy relative to the best compared isomer or geometry (same formula, charge and spin) comes out at 6.619 eV. The charge is 0. The HOMO-LUMO gap (spin up / spin down) comes out at 7.628 / 7.628 eV.